No. 1
Here is C34H51BaN4OP2 as an isolated structure at a distorted geometry from the OMol25 dataset. Energies are from ωB97M-V/def2-TZVPD.

Results
Lowest unoccupied orbital energy (alpha / beta) in eV: -2.442 / -2.442
Charge: +1
Orbital gap (alpha / beta) in eV: 5.09 / 5.09

Geometry (Å):
C -1.721 -1.372 -1.805
C 0.592 -1.664 -1.563
C -1.781 -2.367 -2.789
C 0.541 -2.820 -2.359
C -0.645 -3.154 -3.003
H -2.727 -2.553 -3.256
H 1.443 -3.308 -2.624
H -0.674 -3.964 -3.716
N -0.596 -1.157 -1.126
P -3.109 -0.266 0.340
P 2.968 -0.500 -0.124
C -2.930 -0.490 -1.529
H -2.800 0.518 -1.989
H -3.859 -0.912 -1.974
C 1.919 -0.941 -1.597
H 2.567 -1.429 -2.362
C 4.454 0.189 -1.150
C 3.618 -1.503 1.597
C -3.851 1.449 0.463
C -4.197 -1.758 0.776
C 4.567 1.673 -0.734
H 4.762 1.802 0.347
H 5.402 2.116 -1.305
H 3.641 2.218 -0.986
C 5.739 -0.596 -0.879
H 6.084 -0.570 0.157
H 5.627 -1.638 -1.200
H 6.527 -0.152 -1.499
C 4.250 0.141 -2.686
H 5.081 0.709 -3.146
H 4.285 -0.879 -3.103
H 3.307 0.615 -2.987
C 4.554 -0.577 2.359
H 4.059 0.358 2.638
H 4.861 -1.078 3.283
H 5.466 -0.310 1.825
C 2.401 -1.827 2.467
H 1.980 -0.928 2.944
H 1.631 -2.396 1.927
H 2.714 -2.463 3.304
C 4.289 -2.786 1.137
H 5.197 -2.619 0.562
H 4.579 -3.363 2.019
H 3.625 -3.415 0.536
C -4.835 -1.516 2.155
H -5.416 -2.405 2.440
H -4.077 -1.355 2.936
H -5.525 -0.663 2.155
C -3.277 -3.001 0.855
H -2.732 -3.164 -0.086
H -2.545 -2.929 1.677
H -3.900 -3.891 1.047
C -5.282 -2.020 -0.282
H -5.955 -2.805 0.099
H -5.890 -1.131 -0.495
H -4.856 -2.396 -1.223
C -2.996 2.446 -0.353
H -3.109 2.301 -1.437
H -3.342 3.467 -0.126
H -1.922 2.392 -0.102
C -3.812 1.856 1.943
H -2.785 1.938 2.329
H -4.278 2.840 2.045
H -4.353 1.157 2.588
C -5.276 1.396 -0.083
H -5.315 1.040 -1.122
H -5.942 0.776 0.530
H -5.685 2.415 -0.075
Ba -0.181 -0.213 1.572
C -0.915 -2.050 4.297
O -1.517 -2.674 5.057
N 1.142 1.149 -0.027
C 1.382 0.636 -1.195
C 1.025 1.269 -2.490
C 0.775 2.644 -2.370
C 1.010 0.766 -3.811
C 0.612 3.505 -3.465
H 0.782 3.090 -1.356
C 0.826 1.630 -4.930
H 1.218 -0.308 -3.993
C 0.645 3.012 -4.781
H 0.448 4.567 -3.283
H 0.833 1.232 -5.949
H 0.547 3.674 -5.644
N 0.274 3.756 4.083
C 0.192 2.911 5.188
C -0.147 1.682 4.703
N -0.285 1.765 3.323
C -0.007 3.024 2.986
H 0.522 4.741 4.104
H 0.378 3.224 6.194
H -0.307 0.749 5.219
H 0.011 3.435 1.962

No. 2
Here is C34H51BiClFN9O4S as an isolated structure from the OMol25 dataset. Energies are from ωB97M-V/def2-TZVPD.

Results
Lowest unoccupied orbital energy in eV: -3.032
Charge: +1
Orbital gap in eV: 6.74

Geometry (Å):
Bi 1.016 0.990 -0.106
C -4.554 -4.315 2.901
C -4.741 -2.911 2.361
N -3.566 -2.427 1.633
C -2.675 -1.648 2.280
C -1.517 -1.159 1.753
C -0.681 -0.244 2.613
O -0.806 -0.287 3.828
O 0.075 0.571 1.977
C -1.160 -1.551 0.431
O -0.079 -1.300 -0.134
C -2.147 -2.355 -0.291
C -1.900 -2.660 -1.630
C -2.789 -3.432 -2.313
F -2.519 -3.741 -3.608
C -3.954 -3.941 -1.722
C -4.213 -3.606 -0.405
C -3.318 -2.807 0.321
N -4.884 -4.775 -2.397
C -5.115 -6.096 -1.857
C -4.232 -7.144 -2.517
N -4.512 -7.125 -4.002
C -4.264 -5.756 -4.600
C -5.085 -4.731 -3.827
H -5.450 -4.635 3.431
H -3.716 -4.355 3.596
H -4.360 -5.026 2.099
H -4.923 -2.197 3.164
H -5.605 -2.840 1.700
H -2.918 -1.399 3.306
H -0.997 -2.297 -2.101
H -5.133 -3.956 0.036
H -6.169 -6.367 -2.000
H -4.929 -6.109 -0.784
H -4.427 -8.157 -2.167
H -3.171 -6.912 -2.408
H -5.486 -7.397 -4.161
H -3.938 -7.823 -4.480
H -4.544 -5.814 -5.651
H -3.195 -5.588 -4.508
H -6.149 -4.926 -4.014
H -4.875 -3.738 -4.219
N 3.497 1.892 -0.373
C 4.516 1.957 0.689
C 5.412 0.729 0.731
C 4.872 -0.526 1.408
C 3.801 -1.325 0.673
N 2.436 -0.874 0.979
H 3.919 1.568 -1.240
H 3.169 2.838 -0.550
H 4.000 2.092 1.636
H 5.141 2.845 0.543
H 6.326 1.020 1.257
H 5.737 0.483 -0.287
H 4.509 -0.274 2.412
H 5.721 -1.193 1.571
H 3.904 -2.382 0.935
H 3.950 -1.257 -0.407
H 2.310 -0.749 1.981
H 1.756 -1.577 0.702
Cl -1.521 1.352 -1.061
N 1.059 2.769 -2.284
C 1.521 4.096 -2.388
C 0.644 5.156 -2.183
C 1.105 6.460 -2.268
C 2.439 6.726 -2.540
C 3.312 5.666 -2.739
C 2.859 4.357 -2.667
H 0.052 2.675 -2.390
H 1.522 2.131 -2.922
H -0.398 4.951 -1.973
H 0.410 7.276 -2.115
H 2.794 7.744 -2.615
H 4.353 5.851 -2.969
H 3.539 3.535 -2.854
N 1.687 -0.210 -2.053
C 1.722 -1.294 -2.501
N 1.718 -2.415 -3.085
C 2.433 -3.440 -2.665
N 3.014 -4.389 -2.355
C 1.482 7.512 1.673
C 1.182 6.051 1.382
C 1.158 5.220 2.653
S 0.570 3.571 2.299
O 1.607 3.025 1.303
C 0.871 2.784 3.905
C 2.220 2.099 4.043
C 3.395 3.040 4.248
H 1.552 8.087 0.750
H 2.431 7.625 2.200
H 0.705 7.969 2.289
H 1.925 5.637 0.698
H 0.222 5.954 0.871
H 0.455 5.626 3.385
H 2.141 5.152 3.124
H 0.069 2.060 4.030
H 0.757 3.583 4.642
H 2.384 1.476 3.163
H 2.122 1.400 4.877
H 3.588 3.639 3.356
H 4.306 2.483 4.466
H 3.227 3.726 5.080

No. 3
Here is C34H51Cl4N2O5SbY as an isolated structure at a distorted geometry from the OMol25 dataset. Energies are from ωB97M-V/def2-TZVPD.

Results
Lowest unoccupied orbital energy in eV: 2.227
Charge: -1
Orbital gap in eV: 7.16

Geometry (Å):
Y 0.533 0.782 0.493
N 2.814 -0.196 1.593
C 3.989 0.198 0.787
C 3.658 1.334 -0.162
O 4.565 2.078 -0.543
N 2.370 1.350 -0.557
C 2.030 2.437 -1.488
C 0.631 2.261 -2.082
O 0.321 2.844 -3.108
O -0.164 1.443 -1.425
H 2.715 0.464 2.358
H 2.952 -1.091 2.035
H 4.302 -0.650 0.174
H 4.840 0.509 1.384
H 2.754 2.505 -2.294
H 2.045 3.403 -0.975
C -3.025 -0.980 1.300
C -2.813 0.493 1.589
C -2.586 0.908 2.902
C -2.668 -0.097 4.027
C -2.247 2.236 3.166
C -1.834 2.651 4.567
C -2.207 3.164 2.121
C -1.861 4.611 2.389
C -2.462 2.758 0.810
C -2.339 3.737 -0.332
C -2.794 1.427 0.543
C -3.294 1.050 -0.842
H -4.078 -1.279 1.362
H -2.464 -1.596 2.005
H -2.675 -1.239 0.303
H -1.697 -0.584 4.191
H -3.403 -0.873 3.811
H -2.965 0.377 4.963
H -2.667 3.083 5.135
H -1.034 3.392 4.535
H -1.447 1.804 5.134
H -0.812 4.820 2.133
H -2.012 4.880 3.434
H -2.481 5.276 1.785
H -3.261 4.316 -0.473
H -2.111 3.228 -1.269
H -1.529 4.445 -0.146
H -2.487 0.865 -1.555
H -3.893 1.867 -1.250
H -3.939 0.172 -0.794
Cl 2.037 1.906 7.135
C 1.638 2.145 5.464
C 1.873 3.366 4.854
Cl 2.571 4.675 5.749
C 1.549 3.531 3.497
Cl 1.844 5.037 2.689
C 0.979 2.506 2.744
O 0.675 2.641 1.462
C 0.729 1.234 3.371
O 0.244 0.261 2.641
C 1.080 1.098 4.715
Cl 0.779 -0.457 5.438
C -0.127 -3.415 0.442
C 0.731 -3.559 -0.823
C 0.377 -4.870 -1.521
C 2.204 -3.576 -0.407
Sb 0.360 -1.683 -1.930
C 2.029 -1.607 -3.395
C 3.305 -1.220 -2.640
C 2.288 -2.922 -4.132
C 1.711 -0.493 -4.398
C -1.392 -2.149 -3.157
C -1.275 -3.318 -4.127
C -2.515 -2.446 -2.158
C -1.741 -0.868 -3.927
H 0.034 -4.283 1.100
H -1.198 -3.362 0.220
H 0.133 -2.526 1.022
H 0.720 -5.718 -0.905
H 0.843 -4.970 -2.503
H -0.705 -4.981 -1.648
H 2.348 -4.328 0.386
H 2.537 -2.610 -0.009
H 2.859 -3.846 -1.238
H 3.670 -2.018 -1.995
H 3.167 -0.320 -2.038
H 4.094 -1.008 -3.379
H 2.363 -3.778 -3.457
H 3.251 -2.840 -4.661
H 1.532 -3.142 -4.881
H 1.453 0.460 -3.925
H 0.893 -0.763 -5.068
H 2.602 -0.316 -5.021
H -1.076 -4.267 -3.626
H -0.508 -3.161 -4.882
H -2.236 -3.418 -4.659
H -2.318 -3.348 -1.567
H -3.453 -2.610 -2.709
H -2.681 -1.614 -1.472
H -1.113 -0.739 -4.809
H -1.647 0.041 -3.321
H -2.785 -0.933 -4.274